Entry 1:
The following is a DFT calculation (wB97M-V/def2-TZVPD) of 2 unconnected molecules or ions with the total composition C3H8O3S2 in a non-equilibrium geometry.

## Properties
E_HOMO   -9.01 eV
Electronic energy   -31053.180 eV
Kohn-Sham gap   9.170 eV
Molecular weight   156.2 g mol⁻¹
Net charge   0
LUMO energy   0.162 eV

Cartesian coordinates (Å):
C1 -0.010 0.348 -0.386
C2 0.570 0.894 -1.703
O1 0.776 -0.066 -2.603
O2 0.840 2.054 -1.891
C3 -1.356 1.031 -0.226
S1 -1.764 1.071 1.547
S2 -0.207 0.758 2.839
H1 0.104 -0.719 -0.417
H2 0.741 0.741 0.410
H3 1.211 0.077 -3.453
H4 -2.115 0.698 -0.914
H5 -1.364 2.148 -0.463
H6 -0.058 -0.545 3.096
H7 1.287 -2.827 2.076
H8 0.819 -2.720 0.596
O3 0.529 -2.944 1.490

=====

Entry 2:
The following is a DFT calculation (wB97M-V/def2-TZVPD) of C5H6IN in the gas phase in a non-equilibrium geometry.

## Properties
E_HOMO (spin up / spin down)   -7.67 / -7.47 eV
Electronic energy   -14867.084 eV
Kohn-Sham gap (spin up / spin down)   7.953 / 7.389 eV
Molecular weight   207.0 g mol⁻¹
Net charge   0
LUMO energy (spin up / spin down)   0.282 / -0.084 eV

Cartesian coordinates (Å):
C1 -1.041 -0.560 0.453
C2 0.019 -0.859 -1.672
C3 -0.113 0.167 1.010
C4 1.085 -0.158 -1.360
C5 0.571 1.214 1.768
N1 -1.028 -1.084 -0.797
I1 2.794 0.633 -2.151
H1 -1.994 -1.002 0.955
H2 -0.079 -1.251 -2.741
H3 1.195 0.773 2.468
H4 0.880 1.907 0.950
H5 -0.320 1.673 2.208
H6 -1.968 -1.452 -1.090

=====

Entry 3:
The following is a DFT calculation (wB97M-V/def2-TZVPD) of a molecular structure, C21H19BrN3O3PdS in a non-equilibrium geometry.

## Properties
<S²>   2.01
E_HOMO (spin up / spin down)   -10.97 / -10.89 eV
2S+1   3
Electronic energy   -117048.660 eV
Kohn-Sham gap (spin up / spin down)   7.897 / 6.419 eV
Molecular weight   579.8 g mol⁻¹
Net charge   +1
LUMO energy (spin up / spin down)   -3.076 / -4.470 eV

Cartesian coordinates (Å):
Pd1 -5.831 -12.099 6.839
O1 -4.306 -16.164 6.676
S1 -5.162 -15.029 6.587
O2 -5.989 -14.886 5.394
N1 -4.349 -13.664 6.844
C1 -3.165 -13.335 6.167
C2 -1.985 -14.102 6.251
C3 -0.786 -13.576 5.887
C4 -0.664 -12.286 5.398
C5 -1.864 -11.546 5.166
C6 -1.821 -10.155 4.743
C7 -2.964 -9.424 4.634
C8 -4.183 -10.004 5.167
N2 -4.256 -11.222 5.621
C9 -3.126 -12.019 5.627
C10 -6.282 -14.956 7.968
C11 -5.783 -15.498 9.141
C12 -6.504 -15.356 10.319
C13 -7.643 -14.640 10.317
C14 -8.094 -14.056 9.132
C15 -7.412 -14.226 7.918
H1 -2.084 -15.111 6.673
H2 0.099 -14.238 5.963
H3 0.308 -11.829 5.200
H4 -0.873 -9.685 4.502
H5 -2.962 -8.433 4.218
H6 -5.065 -9.353 5.240
H7 -4.778 -16.020 9.124
H8 -6.185 -15.800 11.268
H9 -8.272 -14.537 11.188
H10 -9.070 -13.602 9.167
H11 -7.963 -13.926 7.029
C16 -3.202 -12.590 11.992
C17 -4.162 -11.861 11.076
C18 -5.062 -10.945 11.635
C19 -5.977 -10.306 10.794
C20 -6.083 -10.686 9.506
Br1 -7.337 -9.999 8.318
N3 -5.257 -11.584 8.950
C21 -4.385 -12.232 9.737
H12 -2.339 -11.890 11.946
H13 -2.917 -13.561 11.581
H14 -3.613 -12.702 12.998
H15 -4.962 -10.684 12.709
H16 -6.779 -9.692 11.145
H17 -3.868 -13.023 9.224
O3 -7.169 -12.672 5.203
H18 -7.036 -12.028 4.449
H19 -6.753 -13.546 4.990

=====

Entry 4:
The following is a DFT calculation (wB97M-V/def2-TZVPD) of a molecular structure, C13H22BNO2Sn in a non-equilibrium geometry.

## Properties
E_HOMO (spin up / spin down)   -7.34 / -7.35 eV
Electronic energy   -25925.235 eV
Kohn-Sham gap (spin up / spin down)   5.325 / 6.800 eV
Molecular weight   353.8 g mol⁻¹
Net charge   0
LUMO energy (spin up / spin down)   -2.016 / -0.545 eV

Cartesian coordinates (Å):
C1 -0.500 1.233 -4.455
C2 0.866 1.109 -4.094
C3 0.989 1.302 -2.697
C4 -0.350 1.586 -2.186
C5 -1.248 1.535 -3.320
Sn1 -0.981 -0.716 -1.602
N1 -3.132 0.642 -1.266
C6 0.594 -2.446 -2.528
C7 1.961 -2.278 -2.799
H1 1.891 1.230 -2.094
H2 1.690 0.932 -4.774
H3 -0.584 2.019 -1.208
H4 -2.317 1.701 -3.263
H5 -0.888 1.142 -5.451
H6 2.299 -1.956 -3.781
H7 0.305 -2.773 -1.540
H8 -3.139 0.012 -2.048
H9 2.679 -2.385 -1.993
H10 -0.138 -2.436 -3.394
C8 1.954 0.044 2.744
C9 0.594 -0.557 2.402
C10 0.279 -1.660 3.378
O1 0.692 -1.180 1.091
B1 0.107 -0.229 0.299
O2 -0.309 0.962 0.825
C11 -0.522 0.558 2.204
C12 -1.949 0.008 2.334
C13 -0.380 1.813 3.018
H11 2.733 -0.718 2.655
H12 1.934 0.369 3.785
H13 2.230 0.899 2.114
H14 1.094 -2.388 3.353
H15 0.216 -1.249 4.389
H16 -0.653 -2.173 3.124
H17 -2.153 -0.238 3.382
H18 -2.646 0.788 2.009
H19 -2.137 -0.881 1.712
H20 0.578 2.314 2.853
H21 -1.181 2.502 2.745
H22 -0.480 1.564 4.076

=====

Entry 5:
The following is a DFT calculation (wB97M-V/def2-TZVPD) of a molecular structure, C4H8ClN3 in a non-equilibrium geometry.

## Properties
E_HOMO   -9.12 eV
Electronic energy   -21263.168 eV
Kohn-Sham gap   9.606 eV
Molecular weight   133.6 g mol⁻¹
Net charge   0
LUMO energy   0.482 eV

Cartesian coordinates (Å):
C1 2.137 0.936 -0.040
C2 -0.331 1.315 0.017
C3 -0.069 -0.166 -0.316
C4 -1.098 -1.025 0.224
H1 2.207 -0.881 1.319
H2 2.552 -2.069 -0.238
H3 2.268 1.998 -0.253
H4 -0.115 2.036 -0.675
H5 -1.150 1.631 0.776
H6 0.473 -0.626 -1.316
H7 -0.585 -1.206 1.438
H8 -1.311 -2.074 -0.568
N1 2.060 -1.225 0.099
N2 2.778 -0.068 -0.444
N3 0.790 0.610 0.647
Cl1 -2.798 -0.023 -0.112

=====

Entry 6:
The following is a DFT calculation (wB97M-V/def2-TZVPD) of a gas-phase ion, C5H9N2O (charge +1) in a non-equilibrium geometry.

## Properties
E_HOMO (spin up / spin down)   -14.64 / -14.64 eV
Electronic energy   -10347.544 eV
Kohn-Sham gap (spin up / spin down)   8.341 / 8.340 eV
Molecular weight   113.1 g mol⁻¹
Net charge   +1
LUMO energy (spin up / spin down)   -6.302 / -6.302 eV

Cartesian coordinates (Å):
C1 -1.522 0.037 -0.028
C2 -2.715 -0.241 -0.438
C3 -0.786 1.154 0.649
C4 0.729 0.792 0.324
C5 1.809 -1.527 -0.094
N1 0.771 -0.606 0.252
N2 -0.628 -1.065 0.025
O1 -0.775 -2.223 -0.288
H1 -2.877 -1.310 -0.820
H2 -3.536 0.345 -0.492
H3 -1.003 2.141 0.433
H4 -0.925 0.906 1.779
H5 1.030 1.299 -0.563
H6 1.373 1.208 1.135
H7 2.740 -1.107 0.311
H8 1.429 -2.427 0.410
H9 1.833 -1.754 -1.149